Density functional theory data (ωB97M-V/def2-TZVPD) for a molecular structure, C43H51AsCsN14O4 in a non-equilibrium geometry.

```
! wB97M-V def2-TZVPD RIJCOSX def2/J DEFGRID3
* xyz -1 1
Cs 0.382 -0.357 -0.047
C 2.597 0.029 3.533
N 3.024 0.850 2.417
C 4.336 0.500 1.894
C 4.295 -0.134 0.521
C 5.083 -1.235 0.212
C 5.056 -1.732 -1.078
C 4.243 -1.114 -2.011
C 3.515 -0.002 -1.613
N 3.545 0.477 -0.384
C 2.921 2.273 2.654
C 1.566 2.790 3.049
C 1.471 4.025 3.697
C 0.219 4.536 3.985
C -0.897 3.803 3.615
C -0.699 2.580 2.990
N 0.495 2.089 2.722
C 2.090 -1.341 3.135
C 2.928 -2.342 2.660
C 2.403 -3.588 2.373
C 1.052 -3.806 2.569
C 0.293 -2.742 3.031
N 0.793 -1.554 3.323
H 1.760 0.528 4.021
H 3.418 -0.099 4.271
H 4.868 -0.158 2.597
H 4.950 1.406 1.790
H 5.718 -1.690 0.961
H 5.653 -2.595 -1.340
H 4.182 -1.475 -3.025
H 2.886 0.528 -2.314
H 3.154 2.757 1.700
H 3.654 2.623 3.413
H 2.358 4.579 3.961
H 0.111 5.495 4.475
H -1.897 4.170 3.800
H -1.532 1.970 2.672
H 3.979 -2.163 2.516
H 3.045 -4.368 1.990
H 0.606 -4.770 2.374
H -0.774 -2.854 3.175
O 2.275 1.234 -5.284
C 1.285 0.999 -4.578
N 0.629 1.849 -3.827
C 0.501 3.162 -3.846
O -0.032 3.854 -4.714
C 0.984 3.844 -2.578
C 1.782 4.980 -2.742
C 2.243 5.641 -1.623
C 1.891 5.155 -0.371
C 1.088 4.029 -0.311
N 0.645 3.386 -1.380
C 0.795 -0.427 -4.468
C 1.264 -1.349 -5.405
C 0.821 -2.656 -5.344
C -0.042 -3.018 -4.318
C -0.436 -2.033 -3.423
N -0.058 -0.770 -3.511
H 2.004 5.327 -3.740
H 2.866 6.521 -1.718
H 2.204 5.659 0.533
H 0.761 3.623 0.639
H 1.963 -1.002 -6.150
H 1.145 -3.385 -6.077
H -0.404 -4.033 -4.221
H -1.102 -2.270 -2.603
C -4.007 -1.173 3.266
N -4.441 -1.049 1.891
C -5.788 -0.524 1.797
C -3.472 -0.502 1.008
N -2.386 0.039 1.331
N -3.855 -0.658 -0.310
C -3.049 -0.380 -1.411
N -3.520 -0.997 -2.569
N -2.024 0.338 -1.320
H -4.713 -1.814 3.793
H -3.965 -0.205 3.789
H -3.023 -1.639 3.289
H -6.473 -1.221 2.286
H -6.086 -0.406 0.758
H -5.874 0.454 2.295
H -2.230 0.095 2.328
H -4.533 -1.390 -0.459
H -4.518 -1.103 -2.676
H -3.052 -0.671 -3.402
H -1.517 0.471 -2.192
O 2.024 -2.277 -0.326
N 1.563 -3.462 -0.449
N 0.300 -3.605 -0.264
O -0.532 -2.669 0.015
C -0.170 -4.918 -0.333
C 0.680 -6.008 -0.527
C 0.151 -7.282 -0.557
C -1.210 -7.495 -0.391
C -2.054 -6.414 -0.195
C -1.539 -5.135 -0.167
H 1.738 -5.840 -0.654
H 0.807 -8.125 -0.720
H -1.607 -8.499 -0.419
H -3.116 -6.574 -0.065
H -2.162 -4.268 -0.010
C -2.021 4.952 0.101
As -2.119 3.006 -0.343
C -2.697 3.298 -2.195
C -3.977 2.868 0.367
H -2.953 5.448 -0.169
H -1.208 5.428 -0.445
H -1.840 5.109 1.167
H -3.306 4.201 -2.260
H -3.291 2.453 -2.543
H -1.846 3.408 -2.860
H -4.638 3.580 -0.131
H -3.995 3.077 1.439
H -4.368 1.864 0.215
*
```

## Properties
Total energy ... -135855.6178 eV
HOMO level ... -5.013 eV
E_LUMO ... 1.76 eV
Energy relative to the best compared isomer or geometry (same formula, charge and spin) ... 187.6 kJ/mol

Results of the Löwdin charge analysis, in e, for atoms 1 through 8: number 1, Cs, carries 1.156; number 2, C, carries -0.134; number 3, N, carries -0.140; number 4, C, carries -0.134; number 5, C, carries -0.286; number 6, C, carries -0.048; number 7, C, carries -0.070; number 8, C, carries -0.055